Here is C20H28BrF8IN4O6STi as an isolated structure at a distorted geometry from OMol25. Energies are from ωB97M-V with the def2-TZVPD basis set.

The geometry in XYZ format:
```
70
Properties=species:S:1:pos:R:3:mulliken_charge:R:1
I -1.971 -1.957 3.657 0.30
Br -1.880 1.645 -4.305 -0.10
Ti -2.245 -1.188 6.138 0.53
S 2.091 0.973 -1.562 1.10
F -4.959 1.859 -0.344 -0.35
F 3.386 -1.850 -1.326 -0.27
F 5.790 -1.630 -2.355 -0.22
F 4.349 1.319 -0.142 -0.26
F 5.951 -2.464 -0.340 -0.24
F 4.468 0.750 -2.240 -0.26
F 6.508 -0.374 -0.686 -0.23
F 4.063 -1.097 0.642 -0.30
O 2.222 2.377 -1.805 -0.71
O -4.004 -0.114 -0.451 -0.43
O -0.693 3.365 1.501 -0.59
O 0.644 2.196 0.149 -0.33
O 1.777 0.135 -2.676 -0.63
O 1.311 -0.829 2.985 -0.64
N -0.819 -3.502 -0.382 -0.57
N 0.645 -2.203 -1.694 -0.28
N 1.606 0.335 1.060 1.67
N -1.778 -2.290 -2.195 -0.32
C -0.581 0.337 -0.419 2.70
C 3.833 0.495 -1.062 0.36
C 5.660 -1.345 -1.053 0.64
C -0.709 -2.256 -1.165 -1.44
C -1.415 1.153 0.634 2.48
C -1.482 0.596 2.080 -0.41
C -1.007 -1.135 -0.155 -1.53
C 1.434 -0.884 1.765 0.67
C 4.176 -0.974 -0.700 0.65
C -2.713 -0.248 2.454 -0.20
C 0.878 0.809 -0.094 0.28
C 2.288 1.348 1.877 -1.16
C -3.753 0.460 3.307 -1.63
C 1.523 -2.249 1.142 -1.73
C -0.492 2.375 0.847 -1.28
C -1.153 3.292 -2.159 -1.51
C -2.743 1.841 0.290 -2.02
C -1.072 0.621 -1.853 -3.41
C -3.895 1.049 -0.214 0.14
C -0.784 1.902 -2.648 -0.10
H 1.631 1.828 2.592 0.24
H -4.424 1.039 2.682 0.30
H -0.694 -1.515 0.809 -0.50
H 1.770 -2.267 0.097 0.05
H -2.657 2.726 -0.326 0.54
H -0.630 -0.139 -2.480 0.34
H -2.027 -3.245 -2.395 0.29
H -1.499 -1.856 -3.064 0.27
H 0.193 1.935 -3.091 0.84
H -3.304 1.137 4.031 0.41
H 3.102 0.875 2.404 0.34
H -2.126 0.399 -1.922 1.66
H -0.864 3.993 -2.932 0.61
H -2.228 3.404 -2.092 0.55
H -0.607 0.002 2.295 -0.56
H 0.964 -3.151 -1.851 0.35
H -3.104 2.278 1.217 0.85
H -2.087 -1.105 -0.107 1.28
H -1.441 1.420 2.781 1.13
H 0.596 -2.765 1.341 0.46
H -4.356 -0.269 3.836 0.51
H -1.783 -3.556 -0.076 0.31
H 0.655 -1.779 -2.610 0.39
H 2.277 -2.763 1.723 0.57
H -0.679 -4.291 -1.000 0.34
H -0.646 3.621 -1.261 0.20
H -3.212 -0.728 1.624 0.42
H 2.725 2.128 1.272 0.46
```

Its net charge is +1. The largest force on an atom is 0.042 Eh/bohr. The expectation value of S² is 0.76. The calculation puts the lowest unoccupied orbital energy (spin up / spin down) at -4.72 / -4.92 eV. The molar mass is 859.19 g/mol. As for the gap between HOMO and LUMO (spin up / spin down): 6.2849 / 5.5525 eV. As for the spin multiplicity: 2.



Here is C20H28BrN2O2PdS4 as an isolated structure from OMol25. Energies are from ωB97M-V with the def2-TZVPD basis set.

The geometry in XYZ format:
```
58
Properties=species:S:1:pos:R:3:mulliken_charge:R:1
Pd -0.483 -0.715 0.191 0.95
Br 6.109 4.838 0.780 -0.07
S -2.090 0.322 1.595 0.29
S 0.375 -1.697 2.156 0.13
S -2.339 -1.964 -0.674 0.13
S 0.890 -2.385 -0.869 0.09
O -0.318 2.365 0.524 -0.47
O 0.926 0.529 0.895 -0.39
N 0.557 0.574 -2.218 0.24
N -0.623 0.365 -1.554 0.33
C 3.248 1.915 0.260 -0.26
C -2.818 1.567 -1.419 -1.19
C -1.470 -0.121 3.247 -1.10
C -1.443 1.368 -1.939 0.44
C -1.650 -3.596 -1.062 -0.66
C 0.471 1.621 -3.056 0.64
C 3.319 4.547 1.175 -0.62
C -0.800 2.144 -2.895 -1.20
C 2.076 2.547 0.686 0.54
C -3.560 -0.773 1.397 -1.04
C 4.446 2.601 0.270 -0.72
C -0.342 -3.362 -1.798 -0.98
C 2.118 3.867 1.147 -0.46
C 0.495 -3.451 1.729 -0.58
C 4.481 3.913 0.738 -0.01
C 1.583 2.010 -3.960 -1.36
C -3.298 -2.171 0.853 -0.53
C 0.772 1.871 0.657 0.43
C -0.963 -1.544 3.370 -0.65
C 1.386 -3.504 0.497 -0.96
H 1.439 -4.511 0.079 0.53
H 1.527 3.075 -4.171 0.40
H 0.145 -4.302 -2.064 0.60
H 3.366 5.569 1.524 0.47
H 1.504 1.478 -4.909 0.32
H 0.980 -3.977 2.556 0.56
H -2.741 -2.804 1.538 0.15
H -2.827 2.365 -0.676 0.27
H -0.494 -2.801 -2.723 0.44
H 2.554 1.792 -3.518 0.36
H -4.242 -2.667 0.614 0.61
H -0.495 -3.877 1.585 0.22
H 3.218 0.890 -0.084 0.35
H -3.483 1.846 -2.235 0.51
H 1.206 4.354 1.467 0.48
H -0.538 -1.714 4.362 0.59
H -4.206 -0.212 0.722 0.51
H -4.066 -0.808 2.364 0.59
H -3.216 0.654 -0.979 0.06
H -1.213 2.995 -3.409 0.56
H 2.406 -3.198 0.733 0.54
H 5.357 2.131 -0.072 0.47
H 1.332 -0.063 -2.137 0.13
H -0.680 0.612 3.433 0.45
H -2.356 -4.114 -1.714 0.55
H -2.278 0.086 3.952 0.62
H -1.725 -2.298 3.191 0.34
H -1.532 -4.181 -0.153 0.36
```

Its net charge is +3. The largest force on an atom is 0.012 Eh/bohr. The calculation puts the lowest unoccupied orbital energy (spin up / spin down) at -12.16 / -12.16 eV. The molar mass is 643.05 g/mol. As for the gap between HOMO and LUMO (spin up / spin down): 3.3761 / 3.3773 eV.



Here is C20H28CoN6P2 as an isolated structure at a distorted geometry from OMol25. Energies are from ωB97M-V with the def2-TZVPD basis set.

The geometry in XYZ format:
```
57
Properties=species:S:1:pos:R:3:mulliken_charge:R:1
Co 0.202 0.251 0.700 -0.35
P -1.926 0.670 0.203 1.31
P 0.445 -2.240 0.585 1.11
N -1.266 0.629 4.420 0.86
N -2.330 0.832 5.285 -0.57
N -1.382 0.750 3.113 -0.39
N 0.359 -0.062 -1.598 -0.42
N -0.199 0.255 2.620 0.39
N -0.148 -0.015 4.844 -0.90
C 1.943 -1.895 -1.710 0.35
C 2.726 0.418 -1.815 -0.02
C 3.169 -2.329 -2.215 -0.99
C -2.301 0.765 -1.613 -1.30
C 0.882 3.364 -2.845 -1.08
C 0.853 -2.751 -1.143 -1.20
C 3.967 -0.013 -2.312 -1.09
C 0.081 1.220 -2.052 0.86
C -2.167 2.389 0.730 -1.40
C 1.666 -0.507 -1.749 0.79
C -3.352 -0.175 0.930 -1.08
C -1.188 -2.945 0.974 -1.50
C 1.109 2.186 -2.107 0.06
C -0.405 3.608 -3.358 -0.50
C 4.157 -1.381 -2.548 -0.52
C -1.264 1.615 -2.286 0.44
C 2.316 1.768 -1.333 0.04
C 0.481 -0.229 3.677 -0.24
C 1.618 -3.189 1.594 -1.36
C -1.491 2.761 -3.052 -0.93
H 4.772 0.714 -2.476 0.45
H 5.103 -1.750 -2.938 0.38
H 1.380 -3.030 2.653 0.41
H 1.240 -0.853 1.027 0.12
H -1.593 -2.512 1.898 0.34
H -2.080 2.377 1.823 0.33
H -0.626 4.501 -3.948 0.39
H -2.528 2.984 -3.358 0.39
H -0.068 -2.626 -1.738 0.42
H 1.404 -0.785 3.604 0.57
H 3.129 2.521 -1.323 0.72
H -3.161 2.744 0.433 0.41
H -2.250 -0.275 -1.984 0.35
H 1.567 -4.261 1.360 0.45
H -2.878 1.635 4.986 0.28
H -1.387 3.027 0.302 0.33
H -1.915 -2.763 0.171 0.34
H 2.629 -2.820 1.393 0.39
H 1.696 4.088 -2.997 0.44
H -1.112 -4.034 1.123 0.54
H 1.827 1.520 -0.240 -0.33
H 3.340 -3.412 -2.306 0.40
H -4.274 0.293 0.560 0.46
H -3.285 -0.056 2.019 0.27
H 1.138 -3.808 -1.143 0.58
H -3.309 1.174 -1.746 0.59
H -1.962 0.900 6.223 0.32
H -3.351 -1.242 0.682 0.29
```

Its net charge is +1. The largest force on an atom is 0.065 Eh/bohr. The expectation value of S² is 6.02. The calculation puts the lowest unoccupied orbital energy (spin up / spin down) at -3.20 / -3.98 eV. The molar mass is 473.37 g/mol. As for the gap between HOMO and LUMO (spin up / spin down): 5.6442 / 5.6127 eV. As for the spin multiplicity: 5.



Here is C20H28GaNO2Se as an isolated structure at a distorted geometry from OMol25. Energies are from ωB97M-V with the def2-TZVPD basis set.

The geometry in XYZ format:
```
53
Properties=species:S:1:pos:R:3:mulliken_charge:R:1
Se -6.449 -3.376 4.346 -0.23
Ga -2.481 -1.331 1.583 1.58
O -1.099 -0.895 0.107 -0.46
O 3.172 1.740 -2.901 -0.39
N -4.368 -2.327 2.533 -0.77
C -3.503 0.472 2.997 -0.96
C 1.099 -0.238 -0.605 -0.51
C -1.340 -3.314 2.275 -0.93
C -2.245 -2.109 4.097 -0.50
C -4.680 -0.268 2.493 0.11
C 5.087 1.765 -4.008 -0.76
C -3.519 0.593 0.640 -0.37
C -1.040 -1.401 3.639 -0.80
C -0.093 0.203 0.268 -0.51
C 0.426 -1.052 -1.712 -0.67
C 4.244 2.727 -3.104 1.49
C -0.462 -2.195 2.575 -0.11
C -4.650 -0.205 1.023 -1.21
C 3.933 0.807 -3.754 -0.43
C -2.390 -3.313 3.282 -0.46
C -2.819 1.022 1.857 -0.37
C 4.913 3.086 -1.778 -1.62
C 3.732 3.972 -3.829 -1.58
C -0.679 -1.823 -0.971 -0.40
C -5.102 -2.721 3.429 0.13
H 1.758 -0.868 -0.015 0.26
H 0.539 -2.042 2.142 0.53
H -0.626 -0.493 4.105 0.43
H -0.562 1.102 -0.124 0.35
H 5.283 2.180 -1.283 0.37
H -5.552 -0.551 3.115 0.58
H 4.207 -0.104 -3.186 0.24
H -3.267 0.886 -0.392 0.47
H 3.354 0.532 -4.662 0.28
H -0.009 -0.388 -2.455 0.28
H 1.659 0.631 -0.978 0.27
H -3.261 0.612 4.080 0.47
H 4.183 3.586 -1.129 0.36
H 5.197 2.109 -5.068 0.29
H 0.139 0.299 1.324 0.37
H 1.129 -1.739 -2.218 0.36
H -1.554 -2.040 -1.571 0.31
H 4.561 4.680 -4.037 0.37
H -3.183 -4.081 3.237 0.51
H -1.182 -4.131 1.523 0.43
H 3.261 3.694 -4.780 0.38
H 5.765 3.778 -1.936 0.38
H -5.371 -0.745 0.354 0.40
H 6.067 1.458 -3.561 0.28
H -0.272 -2.715 -0.494 0.30
H -1.981 1.733 1.904 0.55
H 2.999 4.485 -3.194 0.36
H -2.970 -1.689 4.814 0.57
```

The largest force on an atom is 0.104 Eh/bohr. The calculation puts the lowest unoccupied orbital energy (spin up / spin down) at -1.08 / -1.08 eV. The calculation puts the energy above the lowest of the compared OMol25 structures with the same formula, charge and spin at 123.2 kJ/mol. The molar mass is 463.13 g/mol. As for the gap between HOMO and LUMO (spin up / spin down): 5.2412 / 5.2427 eV.